Density functional theory data (ωB97M-V/def2-TZVPD) for a molecular structure, C62H70IN10O3P2Y.

Calculated values
calculated total energy: -4196.4474 Eh
energy above the lowest of the compared OMol25 structures with the same formula, charge and spin: 0.0 kJ/mol
Kohn-Sham gap: 6.9 eV
charge: +2
molar mass: 1281.07 g mol⁻¹
E_LUMO: -5.28 eV

Atoms and positions in Å:
I 0.093 3.621 -2.473
Y -0.156 0.808 -0.474
P 0.313 -0.073 -3.434
P 0.426 -0.471 2.981
O 2.199 0.898 -0.538
O 0.410 -0.212 1.484
O 3.443 4.820 3.069
N 0.576 2.975 0.566
N 1.742 -1.308 3.442
N -9.552 -3.875 -2.338
N -0.899 -1.334 3.398
N 0.469 0.947 3.819
N 5.345 1.196 1.168
N -2.470 1.363 -0.368
N 2.746 -1.663 -1.224
N -1.184 -1.317 -0.663
N 4.357 -3.931 -1.437
C -0.741 1.661 -5.403
C -5.297 -1.623 -2.479
C -2.894 -1.370 4.659
C -3.006 2.480 -5.338
C 0.934 -4.077 -4.037
C -0.468 2.858 4.833
C -6.501 -2.233 -2.789
C -0.350 -4.579 -4.199
C 3.178 -2.729 4.683
C -0.702 1.841 3.723
C -1.202 5.868 -0.944
C 1.131 1.105 5.136
C -0.478 4.694 -0.795
C -6.944 -2.536 -0.432
C -0.993 0.857 -4.293
C -3.117 -2.152 3.368
C 3.963 -2.019 3.583
C 1.709 -2.511 4.306
C 1.633 3.109 1.290
C -2.989 2.583 -0.201
C -0.642 4.872 1.591
C 2.069 -0.143 -5.622
C -0.486 -2.456 -0.585
C 0.191 2.016 5.922
C -2.497 -1.709 -0.871
C -4.770 1.326 -0.563
C -2.261 0.877 -3.715
C 3.096 1.333 0.324
C 3.076 -2.442 0.005
C 1.836 0.337 -4.329
C 0.044 -1.834 -3.833
C -1.655 6.539 0.183
C -4.913 -1.467 -1.151
C 3.752 2.503 2.357
C 3.112 -0.787 3.307
C -0.192 4.188 0.468
C -3.265 1.679 -4.233
C 3.197 0.251 -6.321
C 3.495 3.463 3.494
C -1.748 2.466 -5.923
C -1.995 -1.668 2.457
C 2.787 2.228 1.363
C -1.429 -3.709 -4.198
C 4.101 1.138 -5.744
C -1.376 6.040 1.447
C 5.053 0.387 -1.060
C -3.591 0.530 -0.595
C -2.570 -3.119 -0.931
C -8.565 -3.345 -2.081
C -1.376 -1.402 4.794
C -5.740 -1.920 -0.130
C -4.390 2.618 -0.306
C -1.284 -3.595 -0.747
C 1.129 -2.715 -3.857
C -1.237 -2.347 -4.013
C -7.321 -2.695 -1.762
C -3.593 -0.831 -0.858
C 2.751 1.216 -3.756
C 4.979 1.893 2.251
C 3.878 1.619 -4.464
C 4.474 0.965 0.206
C 3.337 -3.893 -0.387
H -5.771 0.952 -0.710
H 4.976 1.452 -6.297
H -2.433 -4.090 -4.345
H -2.358 3.432 -0.004
H 3.596 -4.460 0.512
H 4.329 5.110 2.825
H -3.783 3.116 -5.743
H 2.655 -0.630 -1.025
H -3.240 -0.340 4.543
H -0.954 -4.622 -0.721
H 6.022 0.854 -1.230
H 1.288 -3.355 3.758
H -1.415 6.256 -1.931
H -3.470 -3.696 -1.072
H 3.473 -1.853 -1.920
H 5.250 -0.685 -0.980
H 0.237 1.672 -5.864
H 2.417 -4.330 -0.783
H 4.299 -4.776 -1.989
H 0.717 2.604 6.672
H -7.594 -2.890 0.356
H -0.415 4.490 2.577
H -2.299 -0.777 1.902
H -6.811 -2.352 -3.819
H 3.371 -0.128 -7.320
H 2.258 -2.320 0.716
H 3.391 -2.268 5.649
H -2.095 -1.689 -4.028
H 2.527 3.269 3.957
H 3.264 -0.360 2.313
H -4.098 -1.980 2.926
H -3.019 -3.224 3.553
H -0.505 -5.640 -4.348
H -1.727 6.565 2.326
H 1.788 -4.742 -4.087
H 2.592 1.583 -2.748
H 0.220 3.639 4.493
H 4.018 -2.648 2.690
H 1.774 4.051 1.819
H 5.294 -3.895 -1.051
H 4.256 3.318 4.265
H 3.419 -3.787 4.769
H 4.981 -1.765 3.874
H -5.016 3.489 -0.201
H -4.243 1.687 -3.765
H 0.566 -2.443 -0.343
H 1.094 -2.352 5.194
H 5.734 2.031 3.018
H 3.317 -0.001 4.041
H -1.683 -2.426 1.742
H 4.576 2.313 -4.013
H 2.110 1.573 5.008
H -4.656 -1.258 -3.274
H -0.768 2.288 2.733
H -1.388 3.344 5.153
H 4.424 0.571 -1.931
H 1.363 -0.823 -6.086
H -2.474 0.273 -2.843
H -1.051 -2.334 5.265
H -0.978 -0.573 5.384
H 2.145 -2.337 -3.813
H -3.397 -1.799 5.524
H -5.443 -1.789 0.903
H 1.295 0.142 5.623
H -1.545 3.085 -6.787
H 1.871 -1.990 -1.639
H -0.568 1.426 6.441
H -2.222 7.453 0.072
H -1.630 1.283 3.897
H 3.960 -1.974 0.436